Entry 1:
Molecular formula: C28H36F3N4OS
Method: DFT, the ωB97M-V functional and the def2-TZVPD basis

Atoms and positions in Å:
C 5.50382 1.38951 -1.20327
C 6.46525 0.45156 -2.14199
C 6.36340 -1.17351 -1.80071
C 4.83100 -1.70762 -2.20930
C 4.01615 -1.83824 -0.79854
C 2.39482 -1.97726 -0.91261
S 1.63746 -1.55323 -2.56086
C -0.04862 -0.76416 -2.12610
O -0.15323 0.64086 -2.54522
C 0.67885 1.54142 -1.73884
F 0.84188 1.15951 -0.31866
F -0.04352 2.86887 -1.72562
F 2.02448 1.82607 -2.28733
H 6.00561 1.73000 -0.18027
H 4.41307 0.95881 -1.03319
H 5.33763 2.40561 -1.80769
H 7.58217 0.76913 -1.90855
H 6.28796 0.67959 -3.29453
H 6.48604 -1.34562 -0.64954
H 7.17826 -1.71253 -2.46228
H 5.01071 -2.77777 -2.70526
H 4.42493 -0.90866 -2.95999
H 4.33849 -0.97713 -0.03704
H 4.40411 -2.84329 -0.28264
H 1.92699 -1.23447 -0.10424
H 2.02760 -3.05966 -0.56767
H 2.30392 -0.52768 -3.24622
H -0.82662 -1.36555 -2.80366
H -0.37533 -0.97753 -1.01757
N -2.74298 5.30044 2.74211
C -2.69324 5.66012 1.44076
C -2.00776 4.94750 0.46997
C -1.32744 3.79719 0.85529
C -1.35837 3.40203 2.18871
C -2.07437 4.17824 3.08578
H -3.23694 6.56642 1.19044
H -2.00402 5.28150 -0.56138
H -0.77790 3.21329 0.12269
H -0.83809 2.51087 2.52100
H -2.13173 3.90948 4.13687
N -1.09791 -3.39718 -0.25672
C -0.64617 -4.45823 0.44717
C -1.32924 -5.65909 0.55444
C -2.55271 -5.78071 -0.09581
C -3.04531 -4.70473 -0.82706
C -2.28771 -3.54573 -0.87863
H 0.31118 -4.31302 0.93915
H -0.91752 -6.47942 1.13133
H -3.11762 -6.70627 -0.03355
H -3.99575 -4.76755 -1.34473
H -2.62760 -2.67952 -1.43940
N -6.63682 -4.20755 -0.42745
C -6.39298 -4.86172 0.72925
C -7.35405 -5.57296 1.42968
C -8.64622 -5.61431 0.91676
C -8.92888 -4.94887 -0.27169
C -7.90014 -4.26719 -0.90171
H -5.37070 -4.79702 1.09039
H -7.10133 -6.08190 2.35292
H -9.42653 -6.16068 1.43854
H -9.92590 -4.96146 -0.69721
H -8.06970 -3.73525 -1.83369
N 4.00955 6.64935 2.82070
C 3.00495 7.51226 3.08810
C 1.67223 7.25311 2.81089
C 1.34740 6.03681 2.21963
C 2.36016 5.12810 1.93038
C 3.66318 5.47597 2.24827
H 3.30947 8.44873 3.54629
H 0.90621 7.98209 3.04977
H 0.31368 5.79877 1.98635
H 2.13992 4.17200 1.46926
H 4.48840 4.79906 2.04552

Summary:
M: 533.68 g/mol
Frontier orbital gap: 7.52 eV
Strongest force on any atom: 5.69 eV/A
Charge: +1
E_LUMO: -3.60 eV
E_tot: -2080.09566 a.u.
2S+1: 1

Mulliken atomic charge list, values in e, 2 entries: -0.496 -0.519

***

Entry 2:
Molecular formula: C3H15NO3
Method: DFT, the ωB97M-V functional and the def2-TZVPD basis

Atoms and positions in Å:
C -1.63574 1.45301 0.19090
N -1.05461 0.09211 0.09393
C -2.01731 -0.87813 0.62130
C -0.67560 -0.26375 -1.27774
H -1.94716 1.70523 1.19679
H -2.61470 1.47896 -0.29856
H -1.03852 2.20730 -0.36679
H -1.58673 -1.86629 0.72477
H -2.32153 -0.56475 1.64067
H -2.95944 -0.92562 0.06614
H -0.49689 -1.38182 -1.37845
H 0.13726 0.35398 -1.67063
H -1.55179 -0.17322 -1.98370
H 2.88732 2.18732 -0.92801
H 2.84120 0.78768 -1.32749
O 2.45987 1.67579 -1.53442
H 0.63867 -1.25316 2.34654
H 0.21495 -0.69771 1.02008
O 0.88861 -1.27232 1.43234
H 2.56334 -0.63586 0.58615
H 3.80762 -1.44883 0.46390
O 3.46118 -0.57992 0.38230

Summary:
M: 113.16 g/mol
Frontier orbital gap (alpha / beta): 11.20 / 5.49 eV
Strongest force on any atom: 5.26 eV/A
Charge: +1
E_LUMO (alpha / beta): -3.11 / -8.82 eV
Energy above the lowest of the compared OMol25 structures with the same formula, charge and spin: 88.9 kJ/mol
E_tot: -403.40839 a.u.
2S+1: 2

natural (NBO) atomic charge list, values in e, 2 entries: -0.469 -0.013